# C62H136N8O8

8 unconnected molecules or ions with the total composition C62H136N8O8 in a non-equilibrium geometry (ωB97M-V/def2-TZVPD, the Open Molecules 2025 dataset).

Cartesian coordinates (Å):
C1 1.02995 3.94575 -1.98517
C2 2.33717 4.54285 -1.43466
C3 2.64206 4.05910 -0.04187
C4 3.00287 2.55264 -0.03386
C5 4.17538 2.33321 -0.96292
C6 4.04092 2.88568 -2.37909
N1 3.47736 4.26462 -2.25136
O1 3.21896 4.76955 -3.55941
C7 5.54601 3.00142 -2.92734
C8 3.15689 1.96463 -3.20661
C9 2.16620 6.11719 -1.47924
H1 1.09455 4.07181 -3.06610
H2 0.13716 4.47593 -1.57835
H3 0.89701 2.87364 -1.81707
H4 3.46723 4.53908 0.51337
H5 1.81595 4.14252 0.65750
H6 2.08212 2.08887 -0.46509
H7 3.11903 2.15895 0.95392
H8 4.35999 1.25165 -1.01562
H9 5.08969 2.68548 -0.51807
H10 5.97369 2.04438 -2.85205
H11 5.56477 3.37182 -3.95437
H12 6.18139 3.60524 -2.29802
H13 2.67893 2.47369 -3.96105
H14 3.71529 1.13467 -3.56896
H15 2.36201 1.51294 -2.55870
H16 1.43914 6.34872 -0.70542
H17 1.85071 6.46995 -2.44953
H18 3.13900 6.49520 -1.09538
H19 4.06867 5.03925 -3.97269
C10 3.42554 -3.39800 0.52954
C11 4.04871 -3.77996 1.84006
C12 4.86006 -5.08484 1.55687
C13 5.80446 -5.47151 2.65320
C14 6.83550 -4.29228 2.75808
C15 6.10896 -3.00704 3.26573
N2 5.06276 -2.76335 2.22847
O2 4.50225 -1.50771 2.43589
C16 5.49947 -3.12469 4.69083
C17 7.14081 -1.93415 3.28038
C18 2.88927 -4.01572 2.83640
H20 4.24156 -3.07330 -0.15920
H21 2.64298 -2.66131 0.52984
H22 2.91775 -4.30520 0.14799
H23 4.16474 -5.91359 1.37954
H24 5.37783 -4.91941 0.68222
H25 6.32725 -6.43687 2.39615
H26 5.33898 -5.55006 3.63194
H27 7.16820 -4.12654 1.74313
H28 7.73241 -4.47936 3.34716
H29 6.22587 -3.36733 5.44557
H30 5.14103 -2.07504 5.05100
H31 4.65450 -3.83907 4.73114
H32 7.93675 -2.15508 3.94863
H33 7.60150 -1.97401 2.25481
H34 6.84280 -0.90707 3.47314
H35 3.07957 -4.04071 3.87133
H36 2.32465 -4.94332 2.53248
H37 2.22722 -3.13133 2.64984
H38 4.23967 -1.54402 3.36446
C19 -2.48677 4.47944 -2.25768
C20 -3.48480 3.44403 -2.65720
C21 -4.64453 4.08417 -3.44364
C22 -5.57644 3.13294 -4.14899
C23 -4.74139 2.29589 -5.12870
C24 -3.56158 1.58222 -4.45560
N3 -2.77146 2.53803 -3.68083
O3 -1.83282 1.77632 -2.94213
C25 -4.04780 0.35837 -3.68590
C26 -2.58391 0.90457 -5.52484
C27 -3.95579 2.70328 -1.40163
H39 -3.08593 5.32857 -1.86646
H40 -1.84442 4.68905 -3.01274
H41 -1.82815 4.20200 -1.42414
H42 -5.19161 4.65220 -2.60458
H43 -4.28445 4.83496 -4.07893
H44 -6.34635 3.64854 -4.72053
H45 -6.18957 2.57797 -3.41645
H46 -4.25048 3.01756 -5.80759
H47 -5.37279 1.54712 -5.66652
H48 -4.33496 -0.36399 -4.45919
H49 -3.27718 -0.16404 -3.16981
H50 -4.78146 0.59109 -2.91981
H51 -3.16962 0.59976 -6.41217
H52 -1.88629 1.67928 -5.94493
H53 -2.01639 0.09807 -5.10792
H54 -4.71557 1.97603 -1.64162
H55 -4.24786 3.35175 -0.54498
H56 -3.12907 2.15664 -0.88951
H57 -1.08705 2.41110 -2.81033
C28 0.77975 -4.33688 -5.98272
C29 -0.08959 -3.10680 -5.54288
C30 -0.36081 -2.33515 -6.82930
C31 -1.48225 -2.95595 -7.63749
C32 -2.71381 -2.99557 -6.71487
C33 -2.49783 -3.91727 -5.46029
N4 -1.32634 -3.34940 -4.80226
O4 -1.12933 -4.32562 -3.75245
C34 -3.74402 -3.90710 -4.60947
C35 -2.31882 -5.42346 -5.86579
C36 0.82582 -2.17118 -4.73285
H58 0.30694 -5.01280 -6.71558
H59 1.06960 -4.92031 -5.07332
H60 1.68087 -3.99099 -6.39072
H61 -0.73693 -1.29911 -6.58085
H62 0.66169 -2.13420 -7.20534
H63 -1.33390 -3.97619 -7.96531
H64 -1.73133 -2.29948 -8.42183
H65 -3.62739 -3.34989 -7.28039
H66 -2.96146 -2.00349 -6.37543
H67 -3.99242 -2.94646 -4.19782
H68 -4.56968 -4.43264 -5.18771
H69 -3.61579 -4.42159 -3.69642
H70 -1.61563 -5.41181 -6.67080
H71 -1.85208 -5.96243 -5.05233
H72 -3.21822 -5.86755 -6.12193
H73 1.84771 -2.12519 -5.21579
H74 0.95552 -2.43830 -3.69090
H75 0.42420 -1.11962 -4.69124
H76 -0.97525 -3.78237 -2.91926
C37 -2.34599 -0.96035 4.97737
C38 -0.86135 -1.09943 4.60992
C39 -0.68330 -0.50191 3.18204
C40 0.79102 -0.25988 2.81557
C41 1.44992 0.57976 3.81975
C42 1.34683 -0.03919 5.20193
N5 -0.12655 -0.23035 5.49787
O5 -0.13729 -0.84873 6.79439
C43 2.07166 -1.34114 5.33826
C44 1.84457 0.96209 6.25861
C45 -0.45700 -2.60852 4.53857
H77 -2.53403 -1.56495 5.96717
H78 -2.97962 -1.37991 4.19059
H79 -2.65492 0.10079 5.10839
H80 -1.27941 -1.15770 2.54906
H81 -1.27511 0.39140 3.21837
H82 0.88336 0.23516 1.76500
H83 1.36987 -1.18306 2.76469
H84 0.90145 1.50981 3.79733
H85 2.54340 0.76394 3.56596
H86 2.14250 -1.90380 4.39866
H87 3.08922 -1.17001 5.69399
H88 1.67947 -1.87191 6.18833
H89 1.64957 0.74267 7.32616
H90 2.88350 1.20569 6.00857
H91 1.46855 1.94284 5.99079
H92 -1.27228 -3.21998 4.20263
H93 -0.06937 -2.97872 5.46461
H94 0.41915 -2.64873 3.82169
H95 -0.83701 -0.34792 7.28457
C46 -3.44419 6.84322 4.71030
C47 -2.04590 6.46298 4.39086
C48 -1.48948 5.75119 5.71588
C49 -0.23599 4.89167 5.52525
C50 -0.57728 3.88709 4.49925
C51 -0.97892 4.49372 3.15363
N6 -2.08558 5.44696 3.34874
O6 -2.33956 5.97504 2.05157
C52 0.28900 5.03834 2.49396
C53 -1.47428 3.22983 2.37643
C54 -1.16459 7.66613 4.07491
H96 -3.98342 7.28771 3.86076
H97 -3.51311 7.71085 5.45962
H98 -4.05983 6.00567 5.05619
H99 -1.29295 6.57923 6.39892
H100 -2.35119 5.15757 6.03322
H101 0.08938 4.45526 6.50073
H102 0.64714 5.49667 5.30639
H103 -1.31722 3.20457 4.79743
H104 0.30452 3.23053 4.33605
H105 0.14094 5.21166 1.40370
H106 0.65912 5.95793 2.93620
H107 0.92275 4.18762 2.54792
H108 -1.75595 3.46134 1.38572
H109 -0.64504 2.54731 2.27701
H110 -2.27239 2.69172 2.93109
H111 -1.34036 8.49261 4.79698
H112 -1.38584 7.99855 3.07423
H113 -0.05744 7.39658 4.08550
H114 -3.26050 5.69527 1.89153
C55 -0.25441 -5.01745 0.97018
C56 -1.68333 -4.80070 0.51607
C57 -2.17758 -6.07103 -0.33147
O7 -3.42660 -5.73990 -0.86505
C58 -3.86989 -6.87333 -1.66630
N7 -2.56365 -4.49552 1.63983
H115 0.06565 -4.21012 1.59233
H116 0.46775 -5.16910 0.15162
H117 -0.30704 -6.00789 1.46513
H118 -1.64035 -4.06117 -0.22158
H119 -2.13995 -6.97017 0.22179
H120 -1.37418 -6.22924 -1.05602
H121 -4.90614 -6.53726 -2.04293
H122 -3.99471 -7.70381 -1.00018
H123 -3.15859 -7.04040 -2.46174
H124 -3.36428 -4.08186 1.15960
H125 -2.98930 -5.37732 2.03664
C59 0.42649 -0.68715 -1.12513
C60 -0.87481 -1.40141 -0.58223
C61 -1.96205 -0.37709 -0.23378
O8 -3.13016 -1.08760 0.12586
C62 -4.14458 -0.35228 0.75607
N8 -1.30822 -2.39147 -1.56678
H126 1.10032 -1.58286 -1.20735
H127 0.93222 0.10761 -0.58839
H128 0.25729 -0.33022 -2.19999
H129 -0.54540 -1.80725 0.36449
H130 -2.18267 0.32093 -1.10336
H131 -1.55865 0.21883 0.67288
H132 -4.97614 -0.99690 1.01663
H133 -4.42018 0.44255 0.08172
H134 -3.82254 0.13823 1.66594
H135 -1.32340 -1.99804 -2.51620
H136 -2.27949 -2.61509 -1.30384

Cartesian forces, eV/Å:
-0.567 0.158 -0.001
-1.041 1.428 -0.211
0.703 -1.235 1.896
-1.571 1.030 -1.949
0.278 -1.385 0.486
0.772 0.856 0.627
2.327 -0.480 -0.873
0.222 0.085 -0.843
-2.275 0.724 0.064
-0.069 -1.057 2.470
0.857 -1.514 1.706
-0.432 0.159 -0.057
0.806 -0.314 -0.332
0.074 0.097 0.216
-0.073 0.507 -0.813
-0.451 0.396 -0.455
0.751 -0.268 0.396
0.357 -0.190 0.602
-0.061 0.014 -0.324
0.345 0.631 0.372
0.472 -1.505 -0.372
0.129 -0.181 0.011
-0.219 0.642 0.259
-0.907 1.068 -1.969
0.547 -0.647 -0.553
0.599 0.385 -0.454
-0.335 0.262 -0.069
0.183 0.166 -0.086
-0.568 0.220 -0.747
-0.624 -0.225 0.925
0.454 -0.499 -1.438
0.914 -0.810 1.224
-2.115 -0.226 2.001
2.096 0.313 0.243
-1.186 -0.641 0.515
-0.855 -1.524 -0.045
1.050 -0.259 -0.529
-0.646 0.387 0.272
-1.095 1.382 0.020
0.788 0.872 -2.430
-1.316 0.411 -2.079
-0.744 -0.303 0.274
-0.115 0.695 0.441
0.393 0.316 -0.135
-0.165 0.256 -0.086
1.344 0.257 -2.049
-0.517 0.897 0.387
-0.313 -0.449 -0.016
0.225 0.433 -0.275
-0.168 -0.243 0.315
0.508 -0.410 0.159
0.299 -1.704 -0.728
0.687 0.536 0.230
0.587 -0.445 0.825
-0.277 0.463 0.816
-0.470 -0.074 0.001
0.457 -0.241 1.080
0.479 0.973 0.334
0.144 -0.882 0.395
-0.458 0.468 0.212
-1.655 0.286 3.152
-0.036 -1.763 -1.294
-1.299 0.428 3.337
-0.181 -0.489 -0.036
0.296 -0.056 0.102
0.855 -1.709 -0.456
-0.717 1.063 0.919
1.459 0.453 0.206
-0.444 -0.017 -0.140
-0.651 2.643 -0.921
0.780 -0.249 1.083
0.695 -0.002 -0.469
1.583 1.267 -2.611
-0.457 -0.379 0.040
0.380 -0.592 -1.282
0.737 0.987 -1.191
0.124 0.405 -0.102
0.597 -0.319 -0.240
-0.560 -0.325 -0.228
0.645 0.642 0.197
-0.784 0.096 0.396
1.019 -0.106 0.466
-0.583 -0.300 -0.392
0.109 -0.296 0.546
-0.421 -0.597 0.577
0.201 -0.457 0.228
-0.431 0.025 0.275
-0.406 0.090 -0.965
-0.314 0.196 -0.910
-0.651 -0.821 -0.265
-1.470 -1.130 1.876
1.204 -0.044 -0.593
-0.381 1.369 0.759
-0.369 -0.214 1.310
-0.826 -1.528 -0.267
-0.409 -0.046 -2.110
-0.659 -0.804 1.418
1.305 1.296 1.458
-0.760 -0.101 -0.473
2.106 2.025 0.644
0.539 1.001 -0.080
0.128 0.377 0.435
-0.396 0.228 -0.721
1.240 0.654 -0.728
0.303 -0.888 0.002
-0.758 -0.433 -0.755
0.475 -0.007 -0.507
-0.158 0.469 -1.457
0.952 0.177 0.503
-0.010 0.510 0.290
-0.532 0.973 -0.579
0.758 1.101 0.774
0.422 -1.305 0.862
0.157 -0.621 -0.704
-0.080 -0.120 0.202
-1.741 -0.782 -0.683
-1.078 -0.010 0.568
0.107 -0.498 0.187
0.211 -0.934 -0.266
-0.204 -0.845 -1.084
-0.371 -0.877 1.712
-0.593 -0.476 -1.354
-0.080 -0.635 0.940
-0.694 -0.402 -2.901
1.365 0.814 0.477
-1.187 0.619 1.153
1.142 0.169 0.489
-1.311 0.689 0.901
1.594 -0.181 0.055
0.457 0.818 -0.824
1.532 1.333 -0.817
0.102 1.223 -1.826
0.088 -0.171 0.119
0.375 -0.615 0.082
0.498 -0.258 -0.475
0.084 1.083 -0.236
-0.220 -0.849 1.632
-0.358 -0.253 -0.461
0.215 0.596 0.375
-1.217 -0.128 0.284
-0.180 -0.092 0.678
0.306 0.305 -0.361
-0.467 -0.676 -0.147
0.332 -0.102 -0.845
0.387 -0.746 0.642
-0.995 0.247 0.334
-0.367 -0.225 -0.360
-0.081 -0.213 0.689
-1.308 -0.494 0.610
0.952 -0.588 -0.643
-1.864 2.278 0.598
1.893 -0.878 1.253
-0.193 0.826 -1.041
-0.333 0.817 1.741
2.132 -0.307 -0.842
-0.219 -0.880 0.549
0.232 -1.509 -0.467
-0.984 0.346 0.035
-1.387 0.277 -1.417
0.036 0.539 1.067
1.213 0.031 0.271
0.282 -0.267 -0.180
0.332 -1.426 -0.639
0.293 0.099 0.045
-0.264 -0.142 0.257
0.405 -0.172 0.474
-0.622 -0.071 -0.557
-0.158 0.157 -0.601
-1.319 -0.680 0.842
-0.454 0.436 -0.158
-0.129 0.148 0.710
0.302 -0.285 0.114
1.327 -0.262 0.189
-0.704 0.349 -1.161
0.450 -0.343 0.101
0.307 0.526 -0.417
0.144 -0.518 -0.458
-0.087 0.382 -0.363
-1.431 0.392 0.190
0.597 0.258 -0.036
-0.370 -1.833 -0.448
0.169 -3.081 -0.252
1.639 3.083 0.582
0.081 -1.430 -0.745
-2.003 2.621 0.285
-1.201 -0.527 -0.256
0.271 0.271 0.661
-0.382 0.327 0.015
0.619 0.604 0.539
-0.507 1.466 -0.551
-0.599 -1.177 1.225
-0.236 0.148 -0.824
1.667 -0.795 0.236
0.012 -0.795 0.120
0.045 -0.255 -0.352
-0.113 0.213 0.537
0.947 1.067 -0.538
-0.548 -1.861 -2.027
0.932 2.417 -0.596
0.355 1.126 0.382
0.278 -0.919 0.313
0.395 0.439 -0.319
-0.494 0.047 0.241
-0.025 1.081 -0.065
-0.373 -0.034 0.530
0.096 -0.332 1.371
-0.255 -0.944 0.199
0.364 -0.686 0.938
-0.694 -0.521 -1.292
-0.065 -0.187 -0.289
-0.715 0.357 -0.236
0.452 0.044 0.501
-0.162 0.275 0.473
0.437 0.007 -0.533

E = -3483.449877 a.u.
maximum force = 3.6 eV/A
HOMO level = -8.3 eV
relative energy (zero: lowest compared OMol25 entry of this formula, charge and spin) = 35.4 kcal/mol
total charge = 0